Entry 1:
27 unconnected molecules or ions with the total composition C5H68B2O30P in a non-equilibrium geometry, computed with ωB97M-V with the def2-TZVPD basis set.

As for the total charge: -1. The orbital gap comes out at 0.1518 Ha. The calculation puts the HOMO energy at -0.1041 Eh. The value obtained for the calculated total energy is -2879.66417 hartree.

Element x y z (Å)
C -3.478 -0.837 0.323
C -3.296 -1.146 -1.165
C -1.861 -1.104 -1.731
O -0.854 -0.697 -0.862
B 0.466 -1.297 -1.201
C 1.597 -0.222 -1.850
B 1.134 0.721 -2.950
O 1.954 0.869 -4.123
O 0.005 1.529 -2.928
P 1.238 -1.990 0.518
C 0.862 -0.630 1.674
O 2.921 -1.798 0.407
H -3.903 -1.683 0.847
H -4.197 -0.039 0.439
H -2.578 -0.516 0.810
H -3.705 -2.130 -1.354
H -3.908 -0.464 -1.719
H -1.649 -2.078 -2.157
H -1.861 -0.417 -2.589
H 0.327 -2.274 -1.924
H 2.451 -0.798 -2.187
H 1.957 0.378 -1.013
H 1.947 0.048 -4.627
H 0.179 2.371 -2.499
H 0.906 -0.899 2.713
H -0.100 -0.197 1.454
H 1.589 0.168 1.526
H 3.243 -2.590 -0.035
O -4.130 -1.166 -4.102
H -3.420 -0.743 -4.600
H -4.826 -0.501 -4.102
O -4.809 1.802 -1.940
H -5.292 2.016 -1.135
H -3.913 2.103 -1.743
O 5.056 0.215 -4.768
H 4.127 0.245 -5.010
H 5.293 1.141 -4.623
O -3.220 1.511 2.173
H -3.703 1.692 2.984
H -2.350 1.917 2.285
O -5.738 1.141 3.573
H -6.217 1.957 3.402
H -6.204 0.470 3.059
O 2.878 3.742 -2.516
H 2.591 3.041 -3.116
H 3.082 3.261 -1.702
O -6.544 -0.631 -1.183
H -6.214 -0.930 -2.036
H -6.057 0.186 -1.043
O -0.497 2.569 1.466
H -0.239 2.189 0.619
H -0.054 3.424 1.499
O -0.268 5.174 0.230
H 0.386 5.500 -0.398
H -0.958 5.843 0.244
O 4.627 1.970 -0.659
H 5.220 2.326 0.019
H 4.904 1.053 -0.767
O 7.625 -0.253 -2.934
H 7.158 -0.593 -2.167
H 6.944 -0.217 -3.617
O -0.479 -1.663 4.799
H -1.151 -0.991 4.955
H -0.958 -2.499 4.899
O 3.840 3.205 -5.461
H 3.163 2.526 -5.336
H 3.568 3.917 -4.869
O -2.335 -3.116 -5.505
H -2.885 -3.904 -5.503
H -2.765 -2.533 -4.865
O 6.272 3.668 -2.664
H 5.786 3.329 -1.902
H 5.617 3.644 -3.369
O -2.798 -2.927 5.848
H -3.503 -3.555 6.016
H -3.079 -2.118 6.288
O 5.628 2.474 1.995
H 5.192 2.820 2.782
H 6.549 2.749 2.080
O 2.919 -3.529 -2.261
H 2.478 -2.913 -2.859
H 3.192 -4.270 -2.807
O 0.216 -2.446 7.570
H -0.102 -1.874 6.857
H 0.439 -3.257 7.098
O -7.809 -0.862 4.212
H -8.326 -1.673 4.254
H -8.217 -0.272 4.852
O -4.109 -1.023 5.032
H -4.596 -0.217 4.809
H -4.500 -1.700 4.472
O 0.647 -2.253 -5.071
H 0.287 -1.380 -5.253
H 0.050 -2.845 -5.543
O 6.780 2.683 -5.784
H 5.848 2.719 -6.042
H 7.011 3.605 -5.636
O -0.263 -4.980 5.908
H -0.492 -5.772 6.402
H 0.287 -5.291 5.180
O 6.818 0.358 4.199
H 6.441 1.021 3.611
H 6.966 -0.403 3.630
O -4.577 -1.050 7.406
H -5.469 -0.964 7.063
H -4.205 -0.168 7.326

Löwdin atomic charge list, values in e, 4 entries: -0.0902 -0.2172 -0.2722 -0.1459

***

Entry 2:
A molecular structure, C51H51Br2NO9P2Si2Y in a non-equilibrium geometry, computed with ωB97M-V with the def2-TZVPD basis set.

The energy above the lowest of the compared OMol25 structures with the same formula, charge and spin comes out at 412.9 kJ/mol. As for the total charge: -1. The orbital gap comes out at 0.2555 Ha. The calculation puts the HOMO energy at -0.1742 Eh. The value obtained for the calculated total energy is -9154.09376 hartree.

Element x y z (Å)
Y 0.444 1.061 -0.906
O 1.594 1.539 3.169
C 0.639 1.416 4.156
C 0.870 1.916 5.430
C -0.092 1.748 6.415
C -1.268 1.070 6.128
C -1.461 0.530 4.863
C -0.515 0.678 3.848
P -0.681 -0.134 2.160
C 0.096 -1.763 2.552
C -0.264 -2.882 1.797
C 0.350 -4.110 2.004
C 1.363 -4.232 2.950
C 1.762 -3.115 3.672
C 1.131 -1.890 3.475
C -2.486 -0.549 2.239
C -3.347 0.464 1.797
C -4.728 0.302 1.860
C -5.272 -0.874 2.363
C -4.427 -1.878 2.822
C -3.046 -1.716 2.763
C 2.249 2.734 2.881
C 1.891 3.947 3.440
C 2.628 5.081 3.115
C 3.689 5.003 2.227
C 3.975 3.790 1.610
C 3.269 2.641 1.930
P 3.337 1.097 0.951
C 4.550 1.286 -0.422
C 4.229 0.914 -1.722
C 5.177 1.001 -2.742
C 6.453 1.467 -2.470
C 6.788 1.849 -1.172
C 5.849 1.747 -0.160
C 4.473 0.075 2.043
C 5.153 -1.028 1.513
C 5.989 -1.813 2.300
C 6.166 -1.518 3.648
C 5.487 -0.439 4.199
C 4.647 0.340 3.405
H 1.797 2.432 5.641
H 0.082 2.149 7.408
H -2.033 0.951 6.886
H -2.375 -0.014 4.663
H -1.030 -2.793 1.034
H 0.046 -4.967 1.413
H 1.845 -5.189 3.114
H 2.574 -3.187 4.386
H 1.470 -1.032 4.045
H -2.928 1.384 1.397
H -5.376 1.097 1.507
H -6.348 -1.006 2.404
H -4.841 -2.793 3.230
H -2.403 -2.503 3.140
H 1.023 4.027 4.077
H 2.346 6.035 3.546
H 4.263 5.887 1.978
H 4.727 3.755 0.834
H 3.240 0.556 -1.979
H 4.893 0.718 -3.749
H 7.191 1.530 -3.262
H 7.783 2.220 -0.951
H 6.133 1.998 0.855
H 5.051 -1.264 0.461
H 6.511 -2.653 1.855
H 6.833 -2.118 4.258
H 5.613 -0.197 5.248
H 4.143 1.186 3.855
Br -1.350 -1.350 -1.606
O -0.359 3.164 -1.646
N -1.164 2.959 -0.690
O -1.628 3.793 0.039
O -1.591 1.685 -0.616
O 2.419 -1.548 0.399
C 1.964 -0.513 0.176
O 1.940 2.309 -0.291
O 0.792 2.259 0.613
Br -2.234 -1.197 -8.846
C -1.166 -0.564 -7.410
C -0.494 0.641 -7.544
C 0.285 1.097 -6.484
C 0.379 0.367 -5.307
C -0.306 -0.837 -5.198
C -1.078 -1.318 -6.251
C 1.205 0.896 -4.157
O 2.154 1.628 -4.386
O 0.797 0.500 -2.998
H -0.584 1.214 -8.457
H 0.826 2.034 -6.554
H -0.238 -1.396 -4.273
H -1.612 -2.257 -6.168
C -5.894 -2.548 -1.596
Si -4.059 -2.735 -1.769
C -3.456 -3.737 -0.343
C -3.588 -3.632 -3.315
C -3.281 -1.029 -1.715
Si -3.789 0.294 -2.964
C -2.473 1.333 -3.723
C -5.044 1.275 -2.034
C -4.631 -0.488 -4.435
H -6.381 -3.527 -1.705
H -6.331 -1.873 -2.336
H -6.136 -2.158 -0.598
H -4.066 -4.641 -0.223
H -3.504 -3.162 0.590
H -2.415 -4.043 -0.496
H -3.992 -4.652 -3.294
H -2.494 -3.698 -3.383
H -3.953 -3.141 -4.221
H -3.488 -0.604 -0.722
H -2.630 2.394 -3.502
H -2.482 1.189 -4.808
H -1.469 1.080 -3.363
H -4.544 1.900 -1.283
H -5.754 0.617 -1.518
H -5.610 1.931 -2.707
H -3.887 -0.992 -5.064
H -5.077 0.318 -5.036
H -5.424 -1.204 -4.203

Löwdin atomic charge list, values in e, 4 entries: 1.0777 -0.0448 -0.2737 -0.0259

***

Entry 3:
A molecular structure, C15H24F5N2O5PS5SbSe4W in a non-equilibrium geometry, computed with ωB97M-V with the def2-TZVPD basis set.

The energy above the lowest of the compared OMol25 structures with the same formula, charge and spin comes out at 0.0 kJ/mol. The orbital gap (spin up / spin down) comes out at 0.2092 / 0.2237 Ha. The calculation puts the HOMO energy (spin up / spin down) at -0.2706 / -0.2818 Eh. The value obtained for the calculated total energy is -13816.59755 hartree. As for the multiplicity: 2.

Element x y z (Å)
W 2.254 -2.348 0.391
S 1.429 -0.556 -4.019
Sb 0.165 -1.656 -2.594
S 1.969 -3.455 -1.518
S 0.681 -0.594 -0.170
Se 3.534 -4.551 0.768
Se 4.604 -4.060 2.809
Se 3.802 -1.875 2.646
Se 1.547 -2.261 2.846
F 3.559 -0.635 -1.615
C 3.999 -1.285 -0.489
F 4.477 -0.276 0.328
C 5.287 -2.011 -0.946
F 5.956 -2.486 0.116
F 6.102 -1.146 -1.570
F 5.051 -3.014 -1.788
O -4.160 0.420 2.213
C -4.727 -0.870 2.037
N -3.622 -1.782 1.915
C -3.663 -2.852 1.079
O -4.662 -3.177 0.466
C -2.385 -3.624 0.944
C -2.427 -4.995 0.739
C -1.237 -5.676 0.572
C -0.046 -4.964 0.570
N 0.000 -3.645 0.747
C -1.149 -2.999 0.948
H -4.826 0.991 2.607
H -5.317 -0.941 1.125
H -5.357 -1.128 2.892
H -2.792 -1.572 2.445
H -3.385 -5.497 0.699
H -1.218 -6.747 0.424
H 0.905 -5.456 0.419
H -1.078 -1.925 1.083
C 0.073 5.133 -2.810
C 0.735 3.853 -3.265
C 2.140 3.677 -2.738
O -0.121 2.707 -2.945
P -0.515 1.952 -1.641
S -1.819 0.537 -1.981
S 1.329 1.288 -0.824
O -1.024 3.096 -0.664
C -1.928 2.867 0.468
C -1.195 2.226 1.623
C -2.496 4.225 0.803
H 0.663 5.981 -3.163
H 0.015 5.179 -1.722
H -0.934 5.216 -3.219
H 0.750 3.808 -4.352
H 2.174 3.786 -1.650
H 2.773 4.458 -3.165
H 2.549 2.707 -3.018
H -2.715 2.202 0.111
H -0.399 2.880 1.987
H -0.760 1.266 1.342
H -1.903 2.039 2.432
H -1.691 4.921 1.047
H -3.155 4.143 1.669
H -3.067 4.627 -0.034
O 2.451 0.912 2.121
H 2.668 1.359 2.945
H 2.133 1.600 1.526

Löwdin atomic charge list, values in e, 4 entries: 0.3789 -0.1143 0.4931 0.0288

***

Entry 4:
2 unconnected molecules or ions with the total composition C23H30N4O4S in a non-equilibrium geometry, computed with ωB97M-V with the def2-TZVPD basis set.

The energy above the lowest of the compared OMol25 structures with the same formula, charge and spin comes out at 200.2 kJ/mol. The orbital gap comes out at 0.3272 Ha. The calculation puts the HOMO energy at -0.3175 Eh. The value obtained for the calculated total energy is -1812.64423 hartree. The structure (SMILES) is CNC(=O)[C@H](Cc1ccc(O)cc1)NC(C)=O.CSc1ncccc1C(=O)N1CCCC1.

Element x y z (Å)
C 0.202 2.982 -0.870
N 0.978 2.150 0.047
C 2.317 2.116 0.081
O 3.003 2.837 -0.635
C 2.954 1.164 1.114
C 3.366 1.870 2.417
C 2.229 2.575 3.134
C 1.862 3.881 2.753
C 0.809 4.544 3.412
C 0.129 3.902 4.470
O -0.880 4.538 5.119
C 0.499 2.597 4.855
C 1.546 1.932 4.185
N 4.023 0.296 0.583
C 5.249 0.560 0.121
C 5.938 1.894 0.335
O 5.862 -0.334 -0.440
H -0.815 3.103 -0.496
H 0.668 3.965 -0.966
H 0.173 2.512 -1.855
H 0.471 1.560 0.688
H 2.158 0.480 1.407
H 3.811 1.137 3.091
H 4.125 2.620 2.198
H 2.392 4.378 1.949
H 0.532 5.543 3.115
H -1.022 5.423 4.781
H -0.025 2.120 5.670
H 1.832 0.935 4.491
H 3.753 -0.653 0.386
H 6.149 2.029 1.392
H 6.878 1.889 -0.214
H 5.327 2.708 -0.037
C 0.332 -2.447 0.940
S -0.915 -1.931 -0.310
C -0.938 -3.325 -1.404
N -0.315 -4.449 -1.007
C -0.315 -5.523 -1.811
C -0.952 -5.520 -3.051
C -1.605 -4.370 -3.479
C -1.602 -3.259 -2.634
C -2.274 -2.038 -3.039
O -1.712 -1.296 -3.832
N -3.575 -1.764 -2.634
C -4.360 -2.662 -1.801
C -5.687 -1.931 -1.637
C -5.773 -1.013 -2.852
C -4.328 -0.621 -3.130
H 0.001 -3.354 1.455
H 0.472 -1.656 1.682
H 1.292 -2.651 0.455
H 0.198 -6.422 -1.484
H -0.924 -6.409 -3.671
H -2.101 -4.332 -4.447
H -3.891 -2.844 -0.828
H -4.512 -3.621 -2.309
H -5.666 -1.331 -0.721
H -6.533 -2.622 -1.582
H -6.178 -1.564 -3.707
H -6.406 -0.139 -2.667
H -4.171 -0.444 -4.200
H -4.051 0.283 -2.577

Löwdin atomic charge list, values in e, 4 entries: -0.0472 0.0295 -0.4580 0.0566

***

> Which of these has the highest calculated total energy?

C23H30N4O4S

***

> Look up the calculated total energy of the first one.

-2879.66417 hartree

***

Copy entry 4 word for word.
2 unconnected molecules or ions with the total composition C23H30N4O4S in a non-equilibrium geometry, computed with ωB97M-V with the def2-TZVPD basis set.

The energy above the lowest of the compared OMol25 structures with the same formula, charge and spin comes out at 200.2 kJ/mol. The orbital gap comes out at 0.3272 Ha. The calculation puts the HOMO energy at -0.3175 Eh. The value obtained for the calculated total energy is -1812.64423 hartree. The structure (SMILES) is CNC(=O)[C@H](Cc1ccc(O)cc1)NC(C)=O.CSc1ncccc1C(=O)N1CCCC1.

Element x y z (Å)
C 0.202 2.982 -0.870
N 0.978 2.150 0.047
C 2.317 2.116 0.081
O 3.003 2.837 -0.635
C 2.954 1.164 1.114
C 3.366 1.870 2.417
C 2.229 2.575 3.134
C 1.862 3.881 2.753
C 0.809 4.544 3.412
C 0.129 3.902 4.470
O -0.880 4.538 5.119
C 0.499 2.597 4.855
C 1.546 1.932 4.185
N 4.023 0.296 0.583
C 5.249 0.560 0.121
C 5.938 1.894 0.335
O 5.862 -0.334 -0.440
H -0.815 3.103 -0.496
H 0.668 3.965 -0.966
H 0.173 2.512 -1.855
H 0.471 1.560 0.688
H 2.158 0.480 1.407
H 3.811 1.137 3.091
H 4.125 2.620 2.198
H 2.392 4.378 1.949
H 0.532 5.543 3.115
H -1.022 5.423 4.781
H -0.025 2.120 5.670
H 1.832 0.935 4.491
H 3.753 -0.653 0.386
H 6.149 2.029 1.392
H 6.878 1.889 -0.214
H 5.327 2.708 -0.037
C 0.332 -2.447 0.940
S -0.915 -1.931 -0.310
C -0.938 -3.325 -1.404
N -0.315 -4.449 -1.007
C -0.315 -5.523 -1.811
C -0.952 -5.520 -3.051
C -1.605 -4.370 -3.479
C -1.602 -3.259 -2.634
C -2.274 -2.038 -3.039
O -1.712 -1.296 -3.832
N -3.575 -1.764 -2.634
C -4.360 -2.662 -1.801
C -5.687 -1.931 -1.637
C -5.773 -1.013 -2.852
C -4.328 -0.621 -3.130
H 0.001 -3.354 1.455
H 0.472 -1.656 1.682
H 1.292 -2.651 0.455
H 0.198 -6.422 -1.484
H -0.924 -6.409 -3.671
H -2.101 -4.332 -4.447
H -3.891 -2.844 -0.828
H -4.512 -3.621 -2.309
H -5.666 -1.331 -0.721
H -6.533 -2.622 -1.582
H -6.178 -1.564 -3.707
H -6.406 -0.139 -2.667
H -4.171 -0.444 -4.200
H -4.051 0.283 -2.577

Löwdin atomic charge list, values in e, 4 entries: -0.0472 0.0295 -0.4580 0.0566

***

> The lowest calculated total energy belongs to which entry?

C15H24F5N2O5PS5SbSe4W